Computed, not measured: 2 unconnected molecules or ions with the total composition C4H8O2, with ωB97M-V with the def2-TZVPD basis set.

## Properties
HOMO energy: -10.08 eV
orbital gap: 10.87 eV
energy: -8370.6463 eV

```
! RIJCOSX wB97M-V def2-TZVPD def2/J DEFGRID3
* xyz 0 1
C -0.743 0.719 -1.719
C 0.476 0.329 -1.369
C 1.276 0.972 -0.279
O 1.667 -0.017 0.676
H -1.303 0.151 -2.452
H -1.208 1.577 -1.249
H 0.946 -0.512 -1.871
H 2.182 1.422 -0.693
H 0.681 1.751 0.204
H 1.189 0.121 1.498
C -1.286 -1.637 1.812
O -1.761 -1.140 2.802
H -1.603 -2.623 1.421
H -0.513 -1.112 1.220
*
```